No. 1
{"formula": "C36H51BrIrN3OP2", "method": "ωB97M-V/def2-TZVPD", "symbols": ["C", "C", "C", "C", "C", "H", "H", "H", "N", "P", "P", "C", "H", "H", "C", "O", "C", "H", "C", "C", "C", "C", "C", "H", "H", "H", "C", "H", "H", "H", "C", "H", "H", "H", "C", "H", "H", "H", "C", "H", "H", "H", "C", "H", "H", "H", "C", "H", "H", "H", "C", "H", "H", "H", "C", "H", "H", "H", "C", "H", "H", "H", "C", "H", "H", "H", "C", "H", "H", "H", "Ir", "N", "C", "C", "C", "C", "C", "H", "C", "H", "C", "H", "H", "H", "Br", "C", "C", "C", "C", "N", "C", "H", "H", "H", "H"], "coordinates": [[-2.02, 0.32, -1.76], [-2.54, 0.07, 0.51], [-3.35, 0.16, -2.14], [-3.93, 0.12, 0.19], [-4.32, 0.15, -1.13], [-3.57, 0.08, -3.20], [-4.65, 0.03, 1.00], [-5.37, 0.14, -1.40], [-1.69, 0.54, -0.48], [0.61, 1.01, -2.26], [-0.50, -0.71, 2.51], [-0.90, 0.06, -2.75], [-0.65, -1.02, -2.74], [-1.21, 0.29, -3.78], [2.16, 0.15, 0.56], [3.19, -0.20, 0.98], [-2.07, -0.58, 1.68], [-2.87, -0.66, 2.44], [-0.74, -2.48, 3.34], [0.13, 0.48, 3.96], [2.04, 0.16, -3.14], [0.13, 2.66, -3.10], [0.54, -3.22, 2.93], [1.46, -2.68, 3.22], [0.56, -4.21, 3.40], [0.58, -3.37, 1.84], [-0.94, -2.50, 4.86], [-0.15, -2.03, 5.45], [-1.90, -2.05, 5.14], [-0.98, -3.55, 5.17], [-1.97, -3.21, 2.80], [-1.89, -4.28, 3.05], [-2.90, -2.84, 3.26], [-2.07, -3.13, 1.71], [1.39, -0.15, 4.57], [2.20, -0.17, 3.82], [1.73, 0.48, 5.41], [1.28, -1.17, 4.94], [0.58, 1.84, 3.42], [1.37, 1.71, 2.67], [-0.24, 2.40, 2.97], [1.00, 2.44, 4.24], [-1.02, 0.74, 4.93], [-1.34, -0.14, 5.50], [-0.71, 1.50, 5.66], [-1.90, 1.13, 4.39], [1.35, 3.59, -3.10], [1.02, 4.58, -3.46], [1.76, 3.72, -2.09], [2.14, 3.24, -3.77], [-1.02, 3.32, -2.32], [-1.94, 2.72, -2.35], [-0.76, 3.51, -1.28], [-1.24, 4.29, -2.79], [-0.39, 2.51, -4.55], [-0.51, 3.53, -4.96], [0.30, 1.98, -5.21], [-1.37, 2.03, -4.60], [2.05, -1.33, -2.78], [1.21, -1.87, -3.24], [2.99, -1.77, -3.15], [2.01, -1.49, -1.69], [3.36, 0.80, -2.65], [3.54, 0.59, -1.59], [4.18, 0.36, -3.23], [3.37, 1.88, -2.80], [1.97, 0.28, -4.66], [1.03, -0.11, -5.07], [2.13, 1.31, -5.01], [2.78, -0.33, -5.08], [0.46, 0.54, 0.00], [-0.06, -1.28, -0.14], [-0.83, -2.18, 0.15], [-0.85, -3.54, -0.38], [0.39, -4.13, -0.68], [-2.04, -4.24, -0.68], [0.46, -5.43, -1.19], [1.31, -3.55, -0.52], [-1.96, -5.55, -1.17], [-3.00, -3.74, -0.52], [-0.72, -6.14, -1.42], [1.43, -5.88, -1.40], [-2.88, -6.12, -1.35], [-0.67, -7.15, -1.84], [-0.82, 6.10, 1.65], [0.55, 4.90, 1.08], [1.86, 5.34, 0.93], [2.80, 4.41, 0.49], [2.41, 3.09, 0.23], [1.14, 2.69, 0.40], [0.21, 3.57, 0.82], [2.12, 6.37, 1.13], [3.85, 4.67, 0.35], [3.15, 2.36, -0.11], [-0.81, 3.21, 0.97]], "spin_multiplicity": 6, "total_charge": 3, "max_force_ev_per_a": 4.748, "de_lowest_kj_mol": 134.0, "s2": 8.82, "lumo_ev": [-8.13, -12.36], "gap_ev": [6.497, 4.323]}


No. 2
{"formula": "C13H18N2O4", "method": "ωB97M-V/def2-TZVPD", "symbols": ["C", "C", "C", "C", "C", "C", "C", "C", "C", "C", "C", "C", "C", "H", "H", "H", "H", "H", "H", "H", "H", "H", "H", "H", "H", "H", "H", "H", "H", "H", "H", "N", "N", "O", "O", "O", "O"], "coordinates": [[2.63, 0.30, -0.70], [1.46, 1.29, -0.60], [3.63, 0.24, 0.52], [3.06, -0.43, 1.89], [0.05, -0.56, 0.22], [-0.36, -1.07, -1.14], [-1.12, -0.80, 1.18], [-2.45, -0.10, 0.64], [-2.81, 1.18, 0.80], [-3.33, -0.94, -0.07], [-4.13, 1.60, 0.25], [-4.54, -0.53, -0.68], [-4.91, 0.79, -0.49], [2.94, 0.90, -2.65], [3.98, 1.56, -1.45], [2.24, -0.69, -0.95], [4.06, 1.28, 0.62], [4.81, -0.65, -0.79], [2.86, -1.53, 1.68], [3.85, -0.27, 2.59], [2.18, 0.15, 2.15], [-0.35, 1.52, 0.13], [0.95, -1.09, 0.53], [-1.05, -0.37, 2.23], [-1.38, -1.84, 1.18], [-2.29, 1.99, 1.42], [-3.01, -1.96, -0.28], [-4.47, 2.56, 0.48], [-5.14, -1.23, -1.25], [-5.79, 1.10, -1.05], [-0.32, -2.78, -0.43], [3.46, 0.79, -1.86], [0.40, 0.84, 0.18], [1.43, 2.40, -1.05], [4.61, -0.77, 0.13], [-0.77, -0.47, -2.11], [-0.37, -2.42, -1.29]], "spin_multiplicity": 1, "max_force_ev_per_a": 5.822, "de_lowest_kj_mol": 256.5, "smiles": "C[C@@H](O)[C@H](N)C(=O)N[C@@H](Cc1ccccc1)C(=O)O", "lumo_ev": 0.36, "gap_ev": 9.713}